Record 1
# C5H11N2

A 2-piece molecular cluster, C5H11N2 overall in a non-equilibrium geometry (ωB97M-V with the def2-TZVPD basis set, the OMol25 dataset).

The geometry in XYZ format:
```
18
Properties=species:S:1:pos:R:3:forces:R:3:lowdin_charge:R:1
C 0.327849 1.888208 0.003780 0.2498 -0.9069 0.1377 0.076
C 0.950958 1.514627 1.076922 -1.9191 0.6605 -3.3744 0.121
C -2.240144 0.197715 -0.566219 3.0948 -4.9581 -0.9074 -0.073
C 1.982710 -1.496918 -0.003085 -0.3883 0.6269 -1.6664 -0.044
C -1.442292 -0.328142 0.626978 1.6816 2.8989 -0.7163 0.102
N 1.305428 -0.253940 -0.647312 1.2135 -1.0343 0.8770 -0.075
N 0.423359 0.438509 0.194096 -1.8933 -1.2257 0.9552 -0.182
H -0.191130 2.321076 -0.848606 0.4449 0.6362 0.6497 0.137
H 1.363541 1.743221 1.993131 0.9762 -0.1010 1.7193 0.104
H -1.561761 0.431120 -1.399194 -0.0232 0.0565 0.1919 0.081
H -2.804898 -0.660839 -1.001741 -0.0527 0.7415 0.5202 0.115
H -2.794769 0.987468 -0.359453 -2.6821 3.4332 0.9932 0.026
H 3.069296 -1.243480 0.229205 -1.6083 -0.2053 0.0488 0.083
H 1.343353 -1.696100 0.944115 1.3738 -0.4667 -1.7386 0.095
H 2.058151 -2.296378 -0.898766 -0.6088 1.4262 2.5996 0.125
H -1.120251 -1.332885 0.644095 0.0423 -1.0126 0.0104 0.066
H -1.641749 0.149290 1.618547 0.3383 -0.5590 -0.9343 0.118
H 0.972341 -0.362560 -1.606490 -0.2392 -0.0102 0.6343 0.125
```
Positions in Å, forces in eV/Å.

The value obtained for the total energy is -8330.3426 eV. Its energy above the lowest of the compared OMol25 structures with the same formula, charge and spin is 653.8 kJ/mol. The charge is +1. The calculation puts the highest occupied orbital energy at -13.402 eV.


Record 2
# C5H11N2

An isolated ion of composition C5H11N2 and charge +1 in a non-equilibrium geometry (ωB97M-V with the def2-TZVPD basis set, the OMol25 dataset).

The geometry in XYZ format:
```
18
Properties=species:S:1:pos:R:3:forces:R:3:lowdin_charge:R:1
C -1.699683 0.962411 0.179768 -1.3840 -0.2807 -1.6633 -0.056
C -0.328538 0.807136 -0.448243 -2.4795 -3.8276 -1.6474 -0.209
C 0.772462 1.356384 0.298242 1.2503 -3.7562 1.7330 -0.197
N 1.871912 0.374119 0.243113 2.2095 -0.4104 1.3292 -0.059
C 1.306083 -0.966328 0.333786 -1.4765 0.0252 -0.1786 -0.166
C 0.077567 -0.970725 -0.576296 -0.2252 -0.6691 0.0620 0.055
N -0.342971 -2.185852 -1.105715 2.5162 5.9102 2.6618 0.246
H -2.515962 0.628682 -0.535129 1.0105 -0.1981 0.8988 0.110
H -2.007805 2.007266 0.283492 0.6243 0.0455 0.4730 0.099
H -1.744233 0.411303 1.114319 -0.2629 0.2213 0.1527 0.086
H -0.316183 1.072083 -1.475265 -0.0573 0.2661 -1.0786 0.131
H 1.077762 2.236496 -0.084485 0.9944 3.1130 -0.9929 0.110
H 0.435667 1.382517 1.293635 -0.3317 0.8501 1.6758 0.118
H 2.624784 0.544941 1.019063 -1.9923 -0.4389 -2.0006 0.180
H 0.599336 -1.049227 1.293240 1.3489 -0.4263 -0.9627 0.189
H 2.037671 -1.827573 0.211190 -0.9294 1.1696 0.4247 0.158
H 0.399476 -2.808139 -1.119755 1.4195 -1.8432 0.1712 0.095
H -1.148186 -2.507832 -1.533881 -2.2347 0.2495 -1.0580 0.111
```
Positions in Å, forces in eV/Å.

The value obtained for the total energy is -8334.3335 eV. Its energy above the lowest of the compared OMol25 structures with the same formula, charge and spin is 268.8 kJ/mol. The charge is +1. The calculation puts the highest occupied orbital energy at -13.531 eV. The SMILES is C[C@H]1CNCC1=[NH2+].


Record 3
# C5H11N2

C5H11N2 as an isolated structure in a non-equilibrium geometry (ωB97M-V with the def2-TZVPD basis set, the OMol25 dataset).

The geometry in XYZ format:
```
18
Properties=species:S:1:pos:R:3:forces:R:3:lowdin_charge:R:1
C 0.385802 1.815177 0.695512 2.1603 -0.4186 0.9177 -0.087
C -0.721601 1.611049 -0.257782 -0.4503 -0.1054 -0.6088 -0.139
C -0.653503 0.223340 -0.830963 2.3316 -1.9255 4.6033 -0.118
C 1.235803 -0.094607 -0.200803 -3.1237 1.4630 -0.2303 -0.196
C -1.525999 -0.915037 -0.286127 1.1388 -1.4995 -0.0636 -0.077
N 1.351723 0.983122 0.681354 -0.0383 0.1727 1.1181 0.040
N 1.357305 -1.377957 0.530227 -0.6622 -2.0558 -0.0050 0.187
H 0.513524 2.559836 1.506172 -0.7403 0.0849 -0.9709 0.144
H -1.603781 1.862509 0.270234 -1.3377 -0.1141 0.4389 0.116
H -0.706913 2.298580 -1.094132 0.3428 0.5096 -0.0499 0.136
H -0.489470 0.150564 -1.805120 0.2964 0.0306 -4.2613 0.064
H 2.054045 -0.069317 -0.878224 0.2637 -0.0269 -1.1859 0.129
H -2.546072 -0.992660 -0.648044 -0.2507 0.7481 0.0477 0.088
H -1.512528 -0.907015 0.803551 -0.4389 0.1798 0.1823 0.081
H -1.193724 -1.991769 -0.562568 0.0940 1.7038 0.0790 0.110
H 1.938912 -2.024291 -0.078904 -0.9395 0.5653 1.2612 0.198
H 0.383731 -1.782573 0.652032 1.1720 0.2135 -0.3872 0.137
H 1.732741 -1.348947 1.503591 0.1821 0.4746 -0.8852 0.186
```
Positions in Å, forces in eV/Å.

The value obtained for the total energy is -8334.8293 eV. Its energy above the lowest of the compared OMol25 structures with the same formula, charge and spin is 220.9 kJ/mol. The charge is +1. The calculation puts the highest occupied orbital energy at -13.638 eV.


Record 4
# C5H11N2

An isolated ion of composition C5H11N2 and charge +1 in a non-equilibrium geometry (ωB97M-V with the def2-TZVPD basis set, the OMol25 dataset).

The geometry in XYZ format:
```
18
Properties=species:S:1:pos:R:3:forces:R:3:lowdin_charge:R:1
C -0.281423 -1.766612 -0.236359 1.6734 1.6533 -0.3437 -0.023
C -0.448740 -0.220514 -0.200807 4.2669 -1.6148 1.6132 -0.341
C 1.039796 0.490441 -0.072417 -2.3498 -2.4152 -1.0949 -0.205
N 2.212064 -0.165243 -0.199326 -2.3079 0.9268 0.3991 0.229
N 1.010735 1.738022 0.261809 0.8886 1.3463 0.4148 0.212
C -1.638920 0.515809 -0.610754 1.0991 2.4909 -0.8814 -0.075
C -1.428446 0.269234 0.838961 0.8021 1.3222 0.8022 -0.068
H 0.417580 -2.184014 0.556047 -0.4801 0.6927 -1.3339 0.121
H -0.114706 -2.011568 -1.272543 1.1689 -0.5561 -0.3141 0.087
H -1.159023 -2.284964 -0.102408 -2.4973 -0.6780 0.8031 0.054
H 2.999690 0.140285 0.301646 1.2067 0.7771 0.3868 0.119
H 2.304122 -1.076145 -0.565890 -0.5262 -1.1054 -0.2169 0.114
H 0.216098 2.327606 0.023366 0.1846 -0.2982 0.5580 0.144
H 1.863671 2.169102 0.613254 -0.3819 0.3290 -0.4363 0.155
H -2.399599 -0.059414 -0.935334 -2.2402 -1.8068 -1.8689 0.079
H -1.512082 1.486466 -1.230917 -0.3800 -1.3941 1.7349 0.164
H -1.184654 1.154144 1.402334 0.2294 -0.0826 0.4022 0.100
H -1.896164 -0.522634 1.429338 -0.3564 0.4130 -0.6243 0.132
```
Positions in Å, forces in eV/Å.

The value obtained for the total energy is -8335.7655 eV. Its energy above the lowest of the compared OMol25 structures with the same formula, charge and spin is 130.6 kJ/mol. The charge is +1. The calculation puts the highest occupied orbital energy at -14.656 eV. The SMILES is CC1(C(N)=[NH2+])CC1.